Entry 1:
{
  "formula": "C6H12",
  "method": "the ωB97M-V functional and the def2-TZVPD basis",
  "largest_force_ev_per_a": 1.84,
  "charge": 0,
  "de_lowest_kcal_mol": 104.3,
  "gap_ha": [0.2862, 0.3089],
  "spin_multiplicity": 1,
  "elements": ["C", "C", "C", "C", "C", "C", "H", "H", "H", "H", "H", "H", "H", "H", "H", "H", "H", "H"],
  "coordinates": [[-0.2136, 0.3366, -1.8755], [0.4890, -0.6403, -1.0024], [-1.2765, -0.5540, 0.8417], [-0.5018, 0.7107, 1.2718], [0.8996, 0.2350, 1.3233], [1.4483, -0.3207, 0.0337], [-0.3164, 1.3334, -1.4268], [-1.2163, -0.0133, -2.1655], [0.3457, 0.4605, -2.8142], [0.3886, -1.6829, -1.2992], [-1.9319, -0.8717, 1.6513], [-1.8778, -0.4953, -0.0733], [-0.6761, 1.5765, 0.6007], [-0.8391, 1.0449, 2.2603], [1.6013, 0.6679, 2.0362], [-0.4978, -1.3380, 0.8141], [1.9294, 0.6081, -0.3572], [2.2455, -1.0574, 0.1810]],
  "atomic_forces_ev_per_a": [[0.05, 0.19, -0.10], [-0.31, -1.10, -1.37], [-0.42, -0.37, 0.75], [-0.39, -0.10, 0.18], [0.40, 0.51, 0.10], [0.93, 1.51, 0.50], [0.06, -0.22, -0.09], [0.25, 0.06, 0.12], [-0.08, 0.11, 0.01], [0.03, 0.14, 0.00], [-0.26, 0.12, 0.06], [0.29, -0.03, 0.27], [0.12, -0.36, 0.15], [0.12, -0.04, -0.14], [-0.04, -0.08, -0.15], [-0.94, -0.04, -0.32], [0.41, -0.32, 0.04], [-0.21, 0.01, -0.02]],
  "lowdin_charge": [-0.12, -0.21, -0.12, -0.26, -0.10, -0.26, 0.07, 0.08, 0.08, 0.10, 0.07, 0.07, 0.10, 0.10, 0.09, 0.07, 0.13, 0.11]
}


Entry 2:
{
  "formula": "CH7N2",
  "method": "the ωB97M-V functional and the def2-TZVPD basis",
  "largest_force_ev_per_a": 5.80,
  "charge": 1,
  "de_lowest_kcal_mol": 14.5,
  "gap_ha": 0.4473,
  "spin_multiplicity": 1,
  "elements": ["N", "H", "H", "H", "H", "C", "N", "H", "H", "H"],
  "coordinates": [[1.5642, 0.8898, 0.0151], [2.3911, 0.2496, 0.1443], [1.6162, 0.8551, -1.1085], [0.4732, 0.3735, 0.2655], [1.6269, 1.8370, 0.2673], [-1.2886, -1.0278, -0.3300], [-0.7112, -0.1194, 0.3443], [-2.3019, -1.4233, 0.0055], [-0.8309, -1.3114, -1.2718], [-1.2142, 0.1941, 1.1620]],
  "atomic_forces_ev_per_a": [[1.35, -3.07, -4.74], [-0.79, 1.42, 0.97], [-0.60, 0.60, 2.96], [0.02, 0.02, -0.51], [0.83, 1.39, 0.71], [-1.25, 0.42, 0.53], [-0.64, -0.55, 0.33], [1.43, 0.35, -0.71], [-0.09, -0.49, 0.09], [-0.27, -0.10, 0.36]],
  "lowdin_charge": [0.13, 0.14, 0.18, 0.02, 0.08, 0.06, 0.06, 0.13, 0.10, 0.11]
}


Entry 3:
{
  "formula": "C21H27N4O10S3Sc",
  "method": "the ωB97M-V functional and the def2-TZVPD basis",
  "largest_force_ev_per_a": 0.24,
  "charge": 0,
  "de_lowest_kcal_mol": 2.8,
  "gap_ha": 0.3153,
  "spin_multiplicity": 1,
  "elements": ["Sc", "N", "N", "C", "O", "O", "H", "H", "H", "O", "S", "O", "O", "C", "C", "C", "C", "C", "C", "S", "O", "O", "O", "H", "H", "H", "H", "C", "O", "H", "H", "H", "H", "N", "C", "C", "C", "C", "C", "N", "H", "H", "H", "H", "H", "H", "C", "C", "C", "C", "C", "C", "C", "S", "C", "O", "H", "H", "H", "H", "H", "H", "H", "H", "H", "H"],
  "coordinates": [[-1.2292, 0.1018, 0.5903], [-2.5726, -1.7447, 1.2947], [-2.2304, -2.8868, 0.5487], [-1.5936, -2.6292, -0.6806], [-1.5005, -3.5157, -1.5054], [-1.1216, -1.4243, -0.7787], [-2.4916, -1.9282, 2.2865], [-3.5093, -1.4038, 1.0943], [-2.9171, -3.6253, 0.4982], [-1.3750, 2.3347, 4.0384], [-1.7119, 1.9239, 2.7124], [-2.2687, 0.5564, 2.5948], [-0.6179, 1.9633, 1.7223], [-2.9596, 3.0591, 2.1097], [-3.3668, 4.0159, 3.0254], [-4.3104, 4.9762, 2.6840], [-4.8516, 4.9832, 1.4148], [-4.4535, 4.0272, 0.4890], [-3.5138, 3.0629, 0.8164], [-3.1426, 1.8992, -0.4994], [-4.0086, 2.2224, -1.5870], [-1.6967, 1.9587, -0.7599], [-3.3468, 0.5520, 0.0936], [-2.9267, 4.0015, 4.0118], [-4.6117, 5.7136, 3.4159], [-5.5861, 5.7259, 1.1331], [-4.8741, 4.0152, -0.5058], [-0.0492, -1.6391, 3.1152], [0.1891, -0.9661, 1.8747], [-0.4474, -2.6368, 2.9192], [-0.7494, -1.0564, 3.7107], [0.8920, -1.7310, 3.6544], [1.1706, -0.9188, 1.7442], [0.0198, 0.2529, -2.6477], [0.8893, 0.9080, -1.8550], [1.8678, 1.7498, -2.4268], [2.7866, 2.3609, -1.6187], [2.7447, 2.1368, -0.2411], [1.7342, 1.3461, 0.2455], [0.8016, 0.7462, -0.5190], [0.0018, 0.4474, -3.6301], [-0.5745, -0.4700, -2.2598], [1.8759, 1.8901, -3.5001], [3.5403, 3.0087, -2.0495], [3.4496, 2.5936, 0.4374], [1.6357, 1.1987, 1.3104], [1.6389, -2.4043, -4.5578], [2.0361, -2.4162, -3.1089], [1.3307, -3.1703, -2.1811], [1.7130, -3.1830, -0.8482], [2.8030, -2.4294, -0.4387], [3.5002, -1.6381, -1.3452], [3.1198, -1.6481, -2.6727], [3.1380, -2.4479, 1.3016], [4.9255, -2.4938, 1.3148], [2.7933, -1.0796, 1.8425], [0.6590, -2.8569, -4.7010], [2.3593, -2.9604, -5.1609], [1.6106, -1.3843, -4.9456], [0.4553, -3.7321, -2.4829], [1.1472, -3.7643, -0.1296], [4.3175, -1.0066, -1.0221], [3.6581, -1.0348, -3.3855], [5.3138, -1.5853, 0.8588], [5.2636, -3.3807, 0.7817], [5.2272, -2.5399, 2.3590]],
  "atomic_forces_ev_per_a": [[0.10, 0.06, -0.06], [0.04, -0.01, -0.03], [0.03, -0.01, -0.03], [-0.04, 0.20, 0.13], [-0.22, -0.10, 0.03], [-0.09, -0.07, -0.09], [0.01, 0.00, 0.00], [0.00, -0.01, 0.00], [-0.01, 0.00, 0.00], [-0.01, -0.01, 0.01], [0.03, 0.04, -0.01], [-0.01, -0.01, -0.02], [0.01, 0.04, 0.05], [0.00, 0.00, 0.00], [0.00, 0.00, 0.00], [0.00, 0.00, 0.00], [0.00, 0.00, 0.00], [0.00, 0.00, 0.00], [0.00, 0.00, 0.00], [-0.04, -0.03, 0.01], [0.03, 0.01, -0.03], [0.00, -0.09, 0.06], [-0.11, -0.03, 0.01], [0.00, 0.00, 0.00], [0.00, 0.00, 0.00], [0.00, 0.00, 0.00], [0.00, 0.00, 0.00], [0.04, 0.03, -0.02], [-0.23, 0.04, 0.04], [0.00, -0.01, 0.01], [-0.01, -0.01, 0.00], [0.00, 0.00, 0.01], [0.15, 0.03, 0.01], [-0.04, -0.03, -0.02], [0.04, 0.02, 0.02], [-0.03, -0.05, -0.02], [0.03, -0.01, 0.01], [-0.02, 0.00, 0.01], [0.02, 0.01, -0.01], [-0.01, 0.00, 0.04], [0.01, 0.00, 0.01], [0.03, 0.02, -0.01], [0.00, -0.01, 0.00], [0.00, 0.00, 0.00], [0.00, -0.01, 0.00], [-0.01, 0.01, 0.00], [-0.01, 0.00, 0.00], [0.05, 0.05, 0.07], [0.07, -0.12, -0.19], [0.06, 0.04, -0.02], [-0.03, -0.07, 0.06], [0.03, 0.02, -0.05], [-0.03, 0.02, 0.01], [-0.02, -0.13, -0.04], [-0.01, 0.04, -0.04], [0.03, 0.04, 0.05], [0.00, 0.01, 0.01], [0.00, -0.01, -0.01], [0.00, -0.01, 0.00], [0.12, 0.07, 0.03], [0.01, -0.02, 0.01], [0.00, 0.01, 0.01], [0.01, 0.02, 0.00], [0.00, -0.01, -0.01], [-0.01, 0.00, 0.00], [0.00, 0.00, 0.00]],
  "lowdin_charge": [1.06, -0.01, 0.03, -0.66, 0.05, -0.14, 0.09, 0.11, 0.14, -0.26, 0.54, -0.36, -0.35, -0.21, -0.05, -0.06, -0.06, -0.05, -0.20, 0.54, -0.26, -0.33, -0.37, 0.11, 0.11, 0.11, 0.11, -0.08, -0.22, 0.09, 0.08, 0.09, 0.02, 0.18, -0.37, -0.02, -0.07, -0.06, -0.14, 0.07, 0.11, 0.07, 0.11, 0.11, 0.10, 0.10, -0.04, -0.26, -0.03, -0.07, -0.39, -0.07, -0.04, 0.97, -0.24, -0.51, 0.08, 0.08, 0.07, 0.10, 0.12, 0.11, 0.12, 0.05, 0.07, 0.05]
}


| no. | E (eV) |
| --- | --- |
| 1 | -6412.41982 |
| 2 | -4123.28291 |
| 3 | -101863.61594 |